No. 1
Density functional theory data (wB97M-V/def2-TZVPD) for a single C3H6N2O3S molecule at a distorted geometry.

The geometry in XYZ format:
```
15
C3H6N2O3S, DFT wB97M-V/def2-TZVPD
O 1.0458 -1.1311 -2.4795
H 0.8672 -2.2645 0.8322
H -0.4981 2.8976 -1.0370
S 0.0526 -0.4653 -1.6943
O 0.9273 0.6971 1.9169
C 0.6051 -0.1998 1.1974
N 0.3693 -0.1999 -0.1187
H -1.0910 1.8777 0.2811
O -1.3411 -0.6921 -1.9784
H 1.1849 -1.5116 2.5712
N 0.3515 0.9926 -1.0232
H -0.5561 -1.8297 2.0771
C 0.4576 -1.6532 1.6872
H -1.6461 1.6217 -1.4265
C -0.7291 1.8605 -0.8054
```

SMILES: CC(=O)N1N(C)S1(=O)=O
Energy (hartree): -851.19230
Relative energy (zero: lowest compared OMol25 entry of this formula, charge and spin) (kcal/mol): 88.68
HOMO level (eV): -10.469

No. 2
Density functional theory data (wB97M-V/def2-TZVPD) for a single C3H6N2OS molecule at a distorted geometry.

The geometry in XYZ format:
```
13
C3H6N2OS, DFT wB97M-V/def2-TZVPD
N -1.3781 -1.0900 -0.3685
H -2.7945 1.7216 0.8255
S 0.2826 -1.1501 0.1722
H 3.0424 0.8216 1.0234
H 3.0787 -0.8503 0.2580
H 3.1819 0.6362 -0.8123
C 1.1514 0.3218 -0.0967
H -3.1220 -0.0655 -0.4695
C 2.6627 0.1988 0.1025
O 0.6782 1.4173 -0.3923
C -2.0996 -0.0719 -0.1148
N -1.8561 1.1523 0.3857
H -0.9801 1.6721 0.0916
```

SMILES: CC(=O)S/N=C\N
Energy (hartree): -700.80313
Relative energy (zero: lowest compared OMol25 entry of this formula, charge and spin) (kcal/mol): 54.01
HOMO level (eV): -8.970

No. 3
Density functional theory data (wB97M-V/def2-TZVPD) for a single C3H6N2OS molecule at a distorted geometry.

The geometry in XYZ format:
```
13
C3H6N2OS, DFT wB97M-V/def2-TZVPD
H 0.9258 2.5395 -0.7677
S -2.7998 0.0552 0.2201
H 0.5567 -2.3477 -0.8895
N -0.1256 -1.6035 -0.8267
H 1.3457 1.5752 0.7251
H -0.9101 -1.7061 -1.4430
O -0.5763 1.4329 0.0880
N 0.5993 -1.0646 1.2734
H 0.3178 -0.4994 2.0793
C -1.1725 0.2636 0.1659
C -0.1948 -0.8793 0.3076
C 0.8438 1.5629 -0.2026
H 1.1900 0.6712 -0.7300
```

SMILES: [H]/N=C(/N)C(=S)OC
Energy (hartree): -700.81622
Relative energy (zero: lowest compared OMol25 entry of this formula, charge and spin) (kcal/mol): 45.80
HOMO level (eV): -8.880

No. 4
Density functional theory data (wB97M-V/def2-TZVPD) for a single C3H6N2OS molecule at a distorted geometry.

The geometry in XYZ format:
```
13
C3H6N2OS, DFT wB97M-V/def2-TZVPD
N -0.1380 0.0291 -0.9363
S 1.1196 1.5856 1.4592
H 0.9688 1.6087 0.1425
O -0.5682 -0.9597 -0.0435
H -0.5915 -1.5790 1.8980
C -0.4176 -0.2621 -2.1108
N 0.4310 0.1613 1.8487
H -1.2912 -2.1314 -1.8223
H -2.2463 -1.1257 -2.8265
C -0.2346 -0.7158 1.2684
H -0.7784 -1.8755 -3.4740
C -1.2447 -1.4138 -2.5659
H -0.0996 0.4282 -2.8543
```

SMILES: C/C=N\O/C=N\S
Energy (hartree): -700.74495
Relative energy (zero: lowest compared OMol25 entry of this formula, charge and spin) (kcal/mol): 90.52
HOMO level (eV): -8.405

No. 5
Density functional theory data (wB97M-V/def2-TZVPD) for a molecular structure, C3H6N2OS2 at a distorted geometry.

The geometry in XYZ format:
```
14
C3H6N2OS2, DFT wB97M-V/def2-TZVPD
C 2.0568 1.0065 0.2859
N -2.6540 -1.2651 0.0694
O 1.3520 1.8371 -0.5300
S 0.3223 -1.0606 -0.4394
H 3.1155 1.2058 0.2434
C -2.0204 -0.0623 -0.0404
H -3.6440 -1.2779 -0.1388
H 0.3820 1.6947 -0.4164
S 3.0728 -1.5673 -0.0829
H -2.7429 0.8066 -0.1132
H 1.7480 1.0145 1.3444
C 1.9172 -0.4455 -0.1361
H -2.1356 -2.1253 -0.0011
N -0.7697 0.2389 -0.0448
```

Energy (hartree): -1098.99943
Relative energy (zero: lowest compared OMol25 entry of this formula, charge and spin) (kcal/mol): 46.74
HOMO level (eV): -8.389

No. 6
Density functional theory data (wB97M-V/def2-TZVPD) for a single C3H6N2OS2 molecule at a distorted geometry.

The geometry in XYZ format:
```
14
C3H6N2OS2, DFT wB97M-V/def2-TZVPD
N -1.3221 1.1379 -0.6427
S 0.7184 -1.3310 -0.7400
N 2.0480 -0.6405 0.1944
H -0.8563 -1.1978 1.1238
H -2.0409 1.9636 -0.6321
O 1.5467 1.4191 -0.5376
C -1.8164 0.0169 -0.2161
H 2.9028 1.0193 1.0844
H 2.6339 -1.2064 0.7417
S -3.4882 -0.1215 -0.0283
H -0.1961 1.3785 -0.2486
C 2.1924 0.7126 0.2482
C -0.9002 -1.1382 0.0600
H -1.4219 -2.0126 -0.4073
```

SMILES: NC(=S)CSNC=O
Energy (hartree): -1098.99402
Relative energy (zero: lowest compared OMol25 entry of this formula, charge and spin) (kcal/mol): 50.13
HOMO level (eV): -8.160

No. 7
Density functional theory data (wB97M-V/def2-TZVPD) for 2 unconnected molecules or ions with the total composition C3H6N2OS3.

The geometry in XYZ format:
```
15
C3H6N2OS3, DFT wB97M-V/def2-TZVPD
H -1.5062 0.5748 0.7966
N -3.5246 0.5662 0.2264
C 4.7401 0.4092 0.4237
O -3.6620 1.6464 1.0817
H 2.8647 0.6836 -0.8976
N -2.0216 -0.9368 -0.5994
S 4.0220 -0.6985 1.3582
H -4.5978 1.8656 1.0012
S 4.0800 1.2599 -0.9355
S 0.5868 -1.0765 0.0145
H -0.8291 -2.3456 -1.4309
C -0.8030 -1.5074 -0.7312
H 5.7728 0.7196 0.6024
H -2.7989 -1.3108 -1.1269
C -2.3232 0.1505 0.2169
```

SMILES: O/N=C/NC=S.S=CS
Energy (hartree): -1497.13741
Relative energy (zero: lowest compared OMol25 entry of this formula, charge and spin) (kcal/mol): 23.90
HOMO level (eV): -8.608

No. 8
Density functional theory data (wB97M-V/def2-TZVPD) for a single C3H6N2S molecule at a distorted geometry.

The geometry in XYZ format:
```
12
C3H6N2S, DFT wB97M-V/def2-TZVPD
C 0.2106 1.2290 -0.4492
N 0.2003 -0.1791 0.0344
C 1.3030 1.9685 -0.7219
N -0.6564 -2.1443 0.5620
S -2.5154 -0.0736 0.4636
H 1.0111 2.9319 -1.0653
H -1.4769 -2.7260 0.9650
H 1.1089 -0.7178 0.1348
H -0.8064 1.4865 -0.3648
C -0.8853 -0.8908 0.4128
H 0.1852 -2.6223 0.5494
H 2.3212 1.7379 -0.5207
```

SMILES: C=CNC(N)=S
Energy (hartree): -625.56464
Relative energy (zero: lowest compared OMol25 entry of this formula, charge and spin) (kcal/mol): 35.98
HOMO level (eV): -8.075

No. 9
Density functional theory data (wB97M-V/def2-TZVPD) for a single C3H6N2S molecule at a distorted geometry.

The geometry in XYZ format:
```
12
C3H6N2S, DFT wB97M-V/def2-TZVPD
N 0.8157 1.6531 0.0559
N -0.9114 0.1847 -0.6247
H -0.8212 -1.4668 0.5783
H -1.7444 0.4170 1.5825
S 1.5332 -0.8371 0.0795
H 1.8133 1.8953 0.3937
H 0.3142 2.2440 -0.8187
C -1.9217 0.3271 0.4530
H -2.1019 -1.5082 -0.8413
C 0.4490 0.3580 -0.1059
C -1.6233 -1.0214 -0.0698
H -2.7462 0.9664 0.1515
```

SMILES: NC(=S)N1CC1
Energy (hartree): -625.52528
Relative energy (zero: lowest compared OMol25 entry of this formula, charge and spin) (kcal/mol): 60.68
HOMO level (eV): -8.482

No. 10
Density functional theory data (wB97M-V/def2-TZVPD) for a single C3H6N2S molecule at a distorted geometry.

The geometry in XYZ format:
```
12
C3H6N2S, DFT wB97M-V/def2-TZVPD
H 2.8714 0.5883 -0.0842
N -1.6847 -0.3415 0.1574
H 0.3846 -1.2795 -0.3371
H 3.1673 -1.3308 -0.1267
C 1.0848 -0.5178 -0.0945
N 0.4052 0.6878 -0.0021
H -1.3947 1.7605 -0.1491
H 0.8056 1.5862 0.2089
H -3.7045 -1.3050 0.5036
C 2.4496 -0.4249 0.0233
S -3.3881 -0.1569 -0.0940
C -0.9965 0.7335 -0.0056
```

SMILES: C=CN/C=N/S
Energy (hartree): -625.54253
Relative energy (zero: lowest compared OMol25 entry of this formula, charge and spin) (kcal/mol): 49.85
HOMO level (eV): -7.927

No. 11
Density functional theory data (wB97M-V/def2-TZVPD) for 2 unconnected molecules or ions with the total composition C3H6N2S at a distorted geometry.

The geometry in XYZ format:
```
12
C3H6N2S, DFT wB97M-V/def2-TZVPD
H -2.2812 -0.1709 1.3867
H 0.1748 2.1850 -1.1440
H 1.9956 1.2037 0.2225
H 2.4727 0.7189 -1.5391
N -0.6331 0.3656 -1.0983
H -0.8359 -1.0851 2.2493
H -2.2748 -1.9685 1.5171
C 0.3393 1.1819 -1.0088
C 1.7281 0.7242 -0.7706
S 1.2517 -1.2154 -0.5042
N -0.2779 -0.9069 -0.7986
C -1.6592 -1.0325 1.4881
```

Energy (hartree): -625.40776
2S+1: 3
Relative energy (zero: lowest compared OMol25 entry of this formula, charge and spin) (kcal/mol): 35.73
<S²>: 2.02
HOMO level (alpha / beta) (eV): -7.586 / -9.880

No. 12
Density functional theory data (wB97M-V/def2-TZVPD) for a single C3H6N2S2 molecule at a distorted geometry.

The geometry in XYZ format:
```
13
C3H6N2S2, DFT wB97M-V/def2-TZVPD
S 1.1039 -1.6079 -0.4670
H 0.9718 3.3918 1.1866
H -1.5209 1.1585 0.0265
S -1.8392 -1.3508 -0.7880
N 0.1192 2.8042 1.0313
N 1.7898 1.2318 0.8083
H 2.2489 1.8449 1.4751
H -2.6113 -0.2788 -0.5709
C 0.4585 1.4750 0.7102
C -0.5089 0.6988 0.2054
H -0.8147 3.3114 0.8084
C -0.2756 -0.6008 -0.3085
H 2.0844 0.2219 0.6351
```

SMILES: NC(N)=CC(=S)S
Energy (hartree): -1023.77561
Relative energy (zero: lowest compared OMol25 entry of this formula, charge and spin) (kcal/mol): 17.15
HOMO level (eV): -8.252

No. 13
Density functional theory data (wB97M-V/def2-TZVPD) for a single C3H6N2S2 molecule at a distorted geometry.

The geometry in XYZ format:
```
13
C3H6N2S2, DFT wB97M-V/def2-TZVPD
H -0.1309 3.0648 -0.2140
C 0.6017 -1.2820 0.3355
N -1.3872 1.5159 -0.3793
C -0.2384 1.9936 -0.1142
H 1.7206 2.0108 0.5776
H 0.4722 -1.1299 1.4232
H -1.2751 -2.2952 0.0819
N 0.9589 1.3692 0.3167
H 1.0827 -2.2164 0.1486
C -0.7934 -1.3893 -0.3357
H -0.6646 -1.5899 -1.4233
S 1.6421 -0.0210 -0.4084
S -1.9886 -0.0307 -0.0086
```

SMILES: C1=NSCCSN1
Energy (hartree): -1023.75344
Relative energy (zero: lowest compared OMol25 entry of this formula, charge and spin) (kcal/mol): 31.06
HOMO level (eV): -8.280

No. 14
Density functional theory data (wB97M-V/def2-TZVPD) for a single C3H6N2S2 molecule at a distorted geometry.

The geometry in XYZ format:
```
13
C3H6N2S2, DFT wB97M-V/def2-TZVPD
N -0.7590 1.7775 -0.9502
S 1.6994 -1.3856 -0.9174
H 1.4202 -0.1779 2.0019
C 1.1375 0.3492 1.1401
H -2.3484 0.4384 -0.9606
N -0.7255 -0.4751 -0.1504
H 0.3623 1.0803 1.3644
S -1.5463 -1.9611 0.0368
C 0.6779 -0.5144 -0.0245
H 0.1990 1.8298 -0.7100
C -1.3194 0.6457 -0.7003
H -0.8160 -2.5183 -0.9443
H 2.0182 0.9115 0.8146
```

SMILES: [H]/N=C\N(S)C(C)=S
Energy (hartree): -1023.73595
Relative energy (zero: lowest compared OMol25 entry of this formula, charge and spin) (kcal/mol): 42.03
HOMO level (eV): -9.303

No. 15
Density functional theory data (wB97M-V/def2-TZVPD) for a single C3H6N2S2 molecule at a distorted geometry.

The geometry in XYZ format:
```
13
C3H6N2S2, DFT wB97M-V/def2-TZVPD
H -2.8255 -0.8078 1.5841
H 1.1201 1.3573 -1.7138
C 0.7807 1.3770 -0.6497
H 0.1747 -1.9846 -0.3747
C 0.8568 0.0893 0.0973
H 1.3667 2.0939 -0.2090
S -1.7516 -0.6299 -0.2685
H -0.0774 -1.0647 -1.7265
H 1.6684 -0.5232 1.9178
C 0.0342 -0.9631 -0.5758
N 1.5004 0.1221 1.1639
N -1.8835 -0.9091 1.2274
S -0.9639 1.8429 -0.4724
```

Energy (hartree): -1023.68118
Relative energy (zero: lowest compared OMol25 entry of this formula, charge and spin) (kcal/mol): 76.40
HOMO level (alpha / beta) (eV): -8.408 / -8.409

No. 16
Density functional theory data (wB97M-V/def2-TZVPD) for a single C3H6N2S2 molecule at a distorted geometry.

The geometry in XYZ format:
```
13
C3H6N2S2, DFT wB97M-V/def2-TZVPD
H 0.7037 -1.6255 0.3744
H -0.9198 -1.1806 -0.7130
S 3.5210 -0.5448 -0.4178
C 0.7844 -0.5448 0.6952
N -0.3749 0.3215 0.6635
C -1.1628 -0.1271 -0.2459
H -2.6831 1.1851 -0.1798
H 0.4934 1.7914 -0.1312
S 2.0152 1.8380 -0.0723
N -2.4367 0.2381 -0.5970
H 1.1767 -0.9162 1.6555
C 2.0132 0.0690 0.0935
H -3.1300 -0.5040 -1.1251
```

SMILES: N/C=N/CC(=S)S
Energy (hartree): -1023.70138
Relative energy (zero: lowest compared OMol25 entry of this formula, charge and spin) (kcal/mol): 63.72
HOMO level (eV): -8.115

No. 17
Density functional theory data (wB97M-V/def2-TZVPD) for a single C3H6N2S2 molecule at a distorted geometry.

The geometry in XYZ format:
```
13
C3H6N2S2, DFT wB97M-V/def2-TZVPD
C -0.2176 1.2645 -1.3818
H -1.2742 -1.9375 -0.9736
H 1.5476 0.0706 1.7097
S 0.1570 -1.8996 2.6494
C -0.3241 -1.4959 1.1317
C 0.0570 -0.2278 0.3949
H 0.8504 1.3188 -1.6352
N 0.9835 0.5335 1.0322
N -0.5500 0.0603 -0.6894
H -0.3858 2.1470 -0.7586
H -0.8725 1.4689 -2.2153
S -1.3657 -2.5976 0.2489
H 1.3944 1.2948 0.4872
```

SMILES: C/N=C(\N)C(=S)S
Energy (hartree): -1023.77755
Relative energy (zero: lowest compared OMol25 entry of this formula, charge and spin) (kcal/mol): 15.93
HOMO level (eV): -8.889

No. 18
Density functional theory data (wB97M-V/def2-TZVPD) for a molecular structure, C3H6N2S2 at a distorted geometry.

The geometry in XYZ format:
```
13
C3H6N2S2, DFT wB97M-V/def2-TZVPD
H 0.7414 -3.0769 0.2526
C -0.1358 -1.1199 0.5392
C 0.7824 -2.1010 0.6131
H -0.0664 1.0879 -2.2831
S 2.4716 -1.6325 0.9390
N -1.7547 1.0890 0.2280
H -1.1028 -1.4787 0.2755
H -1.9971 1.9106 -0.3105
H -0.5933 1.2751 -2.8343
N -0.4773 1.2688 0.4793
H -0.1232 2.1324 0.4178
S 1.9733 0.4181 1.0272
C 0.2818 0.2270 0.6564
```

Energy (hartree): -1023.64583
Relative energy (zero: lowest compared OMol25 entry of this formula, charge and spin) (kcal/mol): 98.58
HOMO level (alpha / beta) (eV): -6.496 / -7.137

No. 19
Density functional theory data (wB97M-V/def2-TZVPD) for 2 unconnected molecules or ions with the total composition C3H6N2S2 at a distorted geometry.

The geometry in XYZ format:
```
13
C3H6N2S2, DFT wB97M-V/def2-TZVPD
S -0.3614 0.9600 -1.5932
C -1.1430 -1.5707 0.9111
C 1.0801 1.6099 -0.6406
C 0.3322 -0.4568 -2.1926
H 1.4777 0.7130 -0.0126
H 1.9105 1.8069 -1.3592
H -0.3856 0.3297 0.8490
H -0.9534 -2.5838 1.3012
H 0.5756 2.2580 0.1032
N -0.3396 -0.6127 1.1200
S 0.4647 -2.6673 -3.7803
H -2.0265 -1.4522 0.2478
N 0.2072 -1.3012 -3.0326
```

Energy (hartree): -1023.65944
Relative energy (zero: lowest compared OMol25 entry of this formula, charge and spin) (kcal/mol): 90.05
HOMO level (eV): -8.101

No. 20
Density functional theory data (wB97M-V/def2-TZVPD) for a single C3H6N2S2 molecule at a distorted geometry.

The geometry in XYZ format:
```
13
C3H6N2S2, DFT wB97M-V/def2-TZVPD
C 2.2229 -0.3281 -1.3240
H -1.0477 0.5130 2.9556
H -0.4605 -0.2387 -1.9639
H -1.7898 -0.2825 -0.8953
N -0.8697 0.0783 -1.0927
S 1.5055 1.1778 -0.8184
H -1.4067 -1.0066 2.0714
H -2.1909 0.6571 1.6544
S 3.6259 -0.4707 -2.1585
C -1.1730 0.1332 1.9824
C 0.0016 0.4873 -0.1361
H 1.5767 -1.2070 -1.3958
N 0.0058 0.4868 1.1209
```

Energy (hartree): -1023.66008
2S+1: 3
Relative energy (zero: lowest compared OMol25 entry of this formula, charge and spin) (kcal/mol): 5.53
<S²>: 2.01
HOMO level (alpha / beta) (eV): -6.543 / -8.818